{
  "formula": "C11H26MnN3OP2",
  "method": "the ωB97M-V functional and the def2-TZVPD basis",
  "e_lumo_ev": [-0.23, -0.24],
  "homo_ev": [-4.62, -4.58],
  "multiplicity": 5,
  "s2": 6.071,
  "total_charge": 0,
  "total_energy_ha": -2507.78392,
  "homo_lumo_gap_ev": [4.39, 4.34],
  "symbols": ["C", "C", "C", "C", "C", "Mn", "P", "H", "H", "H", "H", "H", "H", "H", "H", "C", "N", "C", "P", "O", "N", "C", "C", "N", "C", "C", "H", "H", "H", "H", "H", "H", "H", "H", "H", "H", "H", "H", "H", "H", "H", "H", "H", "H"],
  "positions_angstrom": [[-0.47834, 0.53797, -2.18551], [-1.19193, 1.77371, -2.12675], [-0.26977, 2.79710, -1.79284], [1.04917, 2.23040, -1.76638], [0.94269, 0.84373, -1.99414], [-0.42746, -1.39773, 1.42942], [-0.29034, -3.44384, 0.28686], [-0.88084, -0.47187, -2.34871], [-2.26995, 1.87151, -2.22420], [-0.52652, 3.83937, -1.57905], [1.76626, 0.12115, -2.02763], [1.96718, 2.79828, -1.62711], [0.91024, -3.50893, -0.50308], [-1.27169, -3.82348, -0.67691], [-0.17650, -4.64021, 1.08536], [-1.33097, -1.95341, 4.29096], [-0.98288, -0.75150, 3.51931], [-2.07802, 0.24600, 3.39918], [0.60390, -0.12065, 3.34579], [0.57630, 0.45916, 1.95382], [0.86122, 0.95226, 4.55745], [1.89177, 1.99095, 4.43304], [0.39775, 0.69260, 5.92240], [1.65774, -1.42341, 3.32830], [2.88038, -1.25512, 2.51298], [1.93571, -2.16602, 4.54967], [-2.39444, -2.15134, 4.13396], [-1.15843, -1.81274, 5.36308], [-0.77478, -2.81561, 3.91932], [-2.26036, 0.76031, 4.35201], [-1.81804, 0.97862, 2.62422], [-2.99036, -0.28035, 3.08956], [1.92571, 2.37113, 3.40460], [1.62832, 2.81127, 5.11015], [2.88561, 1.61140, 4.71604], [0.49691, 1.62541, 6.48860], [-0.65843, 0.39044, 5.91878], [0.99909, -0.08544, 6.42041], [3.55184, -0.49635, 2.94414], [3.40011, -2.21808, 2.50967], [2.64298, -0.98335, 1.47890], [2.42959, -1.53888, 5.30321], [1.03998, -2.61389, 4.97956], [2.62059, -2.97297, 4.27669]],
  "forces_ev_per_angstrom": [[1.2, 0.3, 0.2], [0.6, -0.5, 0.8], [0.3, -0.5, -0.4], [-0.8, 0.0, 0.1], [-1.3, -0.2, 0.1], [0.2, 0.0, -1.2], [0.2, 0.0, -0.1], [0.1, 0.5, -0.2], [0.2, 0.1, 0.0], [0.2, -0.3, -0.3], [-0.3, 0.3, -0.1], [-0.2, -0.2, 0.1], [-0.7, -0.2, 0.4], [0.4, -0.2, 0.3], [0.0, 0.4, -0.7], [-0.1, 0.2, 0.1], [0.3, -0.3, 0.1], [0.2, 0.1, 0.0], [-0.7, 0.5, -1.1], [0.5, -0.1, 1.1], [-0.1, 0.2, 0.2], [0.2, -0.1, -0.2], [0.1, -0.2, -0.1], [-0.5, 0.0, 0.0], [0.0, 0.2, -0.2], [0.2, 0.0, 0.2], [0.1, 0.0, 0.0], [-0.1, -0.2, 0.0], [0.0, 0.1, 0.2], [0.0, 0.0, -0.1], [-0.1, -0.2, 0.3], [0.3, 0.1, 0.1], [0.0, -0.1, 0.2], [0.1, -0.1, -0.2], [-0.2, 0.1, 0.0], [-0.1, -0.3, -0.1], [0.3, 0.1, 0.1], [-0.2, 0.2, 0.0], [-0.1, -0.2, -0.1], [-0.1, 0.2, 0.0], [0.0, 0.1, 0.3], [0.0, -0.1, 0.0], [0.1, 0.1, 0.0], [-0.1, 0.0, 0.2]],
  "mulliken_spin": [0.016, -0.004, 0.014, -0.002, 0.007, 4.075, -0.044, -0.004, 0.000, 0.000, 0.001, 0.000, 0.008, -0.020, -0.006, -0.022, 0.058, -0.011, -0.141, 0.035, 0.006, 0.001, 0.002, 0.004, 0.016, 0.002, 0.001, -0.004, 0.012, -0.002, 0.007, -0.004, 0.000, 0.000, 0.001, 0.000, -0.001, 0.000, 0.000, 0.002, -0.002, 0.000, -0.002, 0.003]
}